Computed, not measured: 21 unconnected molecules or ions with the total composition C26H92O25S2, with ωB97M-V with the def2-TZVPD basis set.

LUMO: -0.0166 Eh
spin multiplicity: 1
gap between HOMO and LUMO: 9.078 eV

```
145
Properties=species:S:1:pos:R:3:forces:R:3
C 1.406767 3.858796 0.878204 -0.476 0.181 0.038
C 0.015280 3.562064 0.380138 -0.026 -0.251 0.853
S -1.327019 4.206727 1.403318 -0.442 0.722 -0.639
C -0.837085 3.699777 3.045097 -0.140 -0.029 -0.806
O -1.934045 3.046190 3.654747 0.422 -0.493 -0.171
S -1.673952 2.588138 5.193360 1.806 2.603 0.781
O -2.660245 1.623427 5.374913 -2.777 -2.585 0.489
O -0.241650 1.779039 5.154582 -0.040 0.184 -0.856
C -0.171835 0.657107 4.254965 0.713 0.622 0.266
C 1.275927 0.381265 3.926025 -0.136 -0.202 -0.198
C 1.548556 -1.074643 3.911326 -0.325 1.168 -1.009
O 1.971034 -1.687416 4.814105 1.236 -1.460 3.017
O 1.308806 -1.720432 2.794764 -0.405 -0.902 -1.785
H 1.958734 2.958794 0.930357 0.816 -0.949 -0.056
H 1.914628 4.541999 0.255136 0.606 0.754 -0.820
H 1.416441 4.276350 1.854156 -0.035 0.430 0.947
H -0.107915 2.508353 0.364356 -0.242 -1.147 -0.112
H -0.125726 3.886535 -0.624158 -0.307 0.568 -0.762
H -0.485197 4.548692 3.578215 -0.098 0.817 0.838
H -0.013398 3.033707 2.954284 0.747 -0.727 -0.130
H -0.687759 0.899389 3.361299 -0.826 0.153 -0.834
H -0.612139 -0.195325 4.699802 -0.675 -0.785 0.642
H 1.921494 0.795508 4.655707 0.557 0.629 0.719
H 1.559892 0.747939 2.961294 0.122 0.731 -0.598
H 1.194583 -1.121386 2.054047 -0.191 0.096 -0.293
C 0.613377 5.857730 -3.583111 -0.050 -0.356 -0.078
O 0.750746 4.582307 -2.962414 0.052 0.034 0.118
H 0.645134 6.619496 -2.809529 0.015 -0.016 0.081
H 1.434984 6.024028 -4.284559 -0.035 0.171 0.002
H -0.342962 5.918550 -4.108401 0.021 0.155 -0.018
H 0.718577 3.919092 -3.660936 -0.054 -0.059 0.004
C -3.204107 7.312412 2.967878 0.040 -0.242 -0.061
O -3.076905 6.019624 3.553691 0.037 0.123 0.050
H -3.139206 8.041361 3.769853 0.008 0.010 0.063
H -2.399076 7.499122 2.251772 -0.026 0.058 -0.009
H -4.168302 7.423439 2.465710 0.011 0.067 -0.008
H -3.133201 5.374322 2.843964 -0.119 -0.043 -0.011
C 2.036822 -0.816620 9.011001 0.152 -0.231 -0.389
O 3.134885 -1.723957 9.058281 0.239 0.013 0.180
H 2.063244 -0.205099 9.907384 0.033 -0.030 0.068
H 2.120277 -0.166301 8.133835 -0.090 0.086 0.062
H 1.090540 -1.350261 8.976713 -0.074 0.058 0.055
H 3.117518 -2.269272 8.266268 0.020 0.027 -0.036
C 5.669383 -3.537009 10.760932 -0.172 0.249 -0.134
O 5.760035 -2.217317 11.278813 0.110 -0.046 -0.013
H 6.147727 -4.218855 11.459511 0.045 0.068 0.083
H 4.621394 -3.824482 10.642804 0.040 -0.125 -0.060
H 6.176893 -3.607756 9.794022 -0.027 -0.131 0.003
H 5.322793 -1.640936 10.642794 -0.114 -0.010 0.053
C 2.886166 -4.232309 0.236022 -0.340 0.035 0.213
O 1.816688 -3.308900 0.006341 0.215 0.033 -0.148
H 3.682610 -4.017009 -0.470953 0.012 0.050 -0.029
H 3.267775 -4.121400 1.253279 0.110 -0.073 -0.035
H 2.536518 -5.255295 0.083802 0.151 -0.053 -0.005
H 1.125756 -3.518582 0.640024 -0.080 0.020 -0.015
C 1.650633 3.945292 7.798251 -0.155 -0.110 -0.193
O 0.488165 4.080800 6.981987 0.172 0.020 0.107
H 1.747376 4.853782 8.385406 -0.028 0.054 0.013
H 1.556288 3.093207 8.476616 0.063 0.015 0.029
H 2.549057 3.820782 7.188094 0.038 -0.009 0.060
H 0.405544 3.274288 6.463587 0.156 0.041 0.099
C 0.469959 4.255068 -6.856093 0.040 -0.537 -0.300
O 0.606491 2.973402 -6.219219 -0.016 0.363 0.158
H 0.501137 5.020685 -6.091106 -0.002 -0.011 0.072
H 1.290818 4.412204 -7.560508 -0.006 0.120 0.029
H -0.484490 4.311119 -7.378479 -0.009 0.187 -0.002
H 0.573380 2.306704 -6.909253 0.013 -0.109 0.010
C -3.893792 3.580779 -7.299032 0.333 0.163 0.218
O -2.831133 4.241771 -6.606967 0.009 -0.031 -0.267
H -4.441510 4.330871 -7.864701 0.057 0.073 -0.022
H -3.494995 2.831411 -7.988928 -0.139 -0.036 -0.039
H -4.561539 3.096701 -6.594857 -0.114 -0.104 -0.062
H -2.357093 3.568070 -6.106606 -0.117 0.054 0.260
C 1.032023 -3.203859 -3.605585 0.106 -0.050 0.163
O 2.364029 -3.561323 -3.239679 0.136 -0.189 0.047
H 0.895916 -3.454786 -4.651019 -0.032 0.035 -0.069
H 0.302935 -3.752836 -3.004312 -0.059 0.033 -0.028
H 0.876134 -2.131756 -3.473783 -0.100 0.023 -0.067
H 2.479631 -3.329943 -2.314246 -0.096 0.100 0.135
C -3.903675 -0.122375 -6.087562 -0.154 -0.022 0.197
O -4.963166 0.799185 -6.300143 -0.010 -0.046 -0.072
H -3.263555 -0.121565 -6.967141 -0.024 0.069 -0.037
H -3.311890 0.173087 -5.216494 0.108 -0.089 -0.049
H -4.302125 -1.128873 -5.936347 0.137 -0.043 0.017
H -5.515300 0.776201 -5.513151 -0.128 -0.101 -0.051
C -1.082825 -3.820676 -7.253194 0.232 0.334 0.020
O -0.505988 -2.720676 -6.547169 -0.140 -0.215 -0.132
H -1.738686 -4.354610 -6.574472 -0.039 -0.012 0.044
H -1.667567 -3.466536 -8.107313 -0.034 -0.107 -0.016
H -0.303521 -4.504458 -7.606179 -0.085 -0.063 -0.034
H 0.076237 -2.254231 -7.156124 0.143 0.179 0.151
C -1.916446 -0.048829 8.645383 0.127 0.290 0.348
O -0.863264 -0.116595 9.609630 -0.205 -0.069 -0.211
H -1.714942 -0.766145 7.854493 0.106 -0.056 0.041
H -2.874073 -0.290309 9.112166 -0.071 -0.012 -0.145
H -1.959992 0.953639 8.213805 -0.147 -0.060 -0.133
H -1.073264 0.523858 10.293268 0.071 0.006 0.096
C 4.374530 -4.408153 4.763135 -0.117 0.361 0.056
O 4.456950 -3.158821 5.445269 0.261 -0.221 -0.016
H 4.920155 -5.139684 5.351069 0.037 -0.020 0.042
H 3.334564 -4.731710 4.666405 0.013 -0.055 -0.018
H 4.826423 -4.343425 3.769680 0.024 -0.085 -0.018
H 3.970418 -2.515573 4.924860 -0.262 -0.037 0.053
C -4.166701 -6.725577 -7.252595 0.187 -0.072 0.213
O -3.333835 -6.224392 -6.208012 -0.140 -0.035 -0.146
H -4.617115 -5.872054 -7.749573 -0.003 0.069 -0.005
H -3.584023 -7.293745 -7.982024 -0.055 0.007 -0.052
H -4.959774 -7.361495 -6.851995 -0.044 0.005 -0.060
H -2.934287 -6.978323 -5.767553 0.043 0.005 0.061
C 3.241929 -1.374318 -6.769609 -0.117 -0.175 -0.138
O 2.150055 -1.279978 -7.691189 -0.053 -0.053 0.089
H 3.162620 -0.537680 -6.083335 -0.042 0.060 0.015
H 3.197754 -2.305727 -6.201115 0.022 0.033 0.061
H 4.197718 -1.317034 -7.294568 0.022 0.035 0.041
H 2.225060 -2.019733 -8.299880 0.058 0.024 -0.089
C -1.191573 1.599097 -3.489153 -0.350 0.167 0.167
O -2.261378 2.506085 -3.726378 0.470 -0.162 -0.496
H -0.539819 1.606476 -4.358560 0.016 0.024 -0.037
H -0.620178 1.913692 -2.607614 0.115 -0.125 -0.035
H -1.576639 0.586148 -3.331677 0.166 -0.053 0.003
H -2.818338 2.484482 -2.948104 -0.456 0.184 0.377
C 2.489384 -7.155199 -4.099290 0.081 0.270 0.117
O 3.576724 -6.317991 -3.739442 -0.059 -0.235 0.101
H 2.891761 -8.009845 -4.636565 0.026 -0.035 -0.022
H 1.954682 -7.515761 -3.214341 -0.045 -0.062 -0.058
H 1.785135 -6.626932 -4.750647 -0.041 -0.074 -0.007
H 3.209710 -5.559980 -3.269460 -0.005 0.254 -0.238
C 5.462123 0.584798 5.364414 -0.204 -0.143 0.056
O 4.058757 0.724735 5.593866 0.110 0.030 -0.186
H 5.912065 1.566745 5.472180 -0.014 0.063 0.010
H 5.906514 -0.095776 6.092817 0.064 0.015 -0.020
H 5.660626 0.211033 4.355716 0.065 0.028 0.017
H 3.666237 -0.149136 5.506471 -0.064 -0.120 0.221
C -7.411100 -2.081450 -6.213935 0.028 -0.002 0.234
O -6.822011 -1.462878 -5.071397 -0.025 0.025 -0.092
H -7.075241 -1.533583 -7.088860 0.044 0.061 -0.012
H -7.094473 -3.123931 -6.300685 -0.008 -0.004 -0.066
H -8.501805 -2.040160 -6.163352 -0.007 -0.003 -0.072
H -7.114752 -1.942956 -4.293307 0.014 0.004 0.057
C -4.406083 1.951944 -0.192117 0.215 0.133 -0.017
O -3.652900 2.783717 -1.074674 -0.060 -0.234 -0.148
H -5.314192 1.661597 -0.711077 -0.032 0.010 -0.058
H -3.845218 1.052847 0.075247 -0.054 -0.031 0.027
H -4.671530 2.493832 0.717420 -0.029 -0.039 0.026
H -2.850106 3.042532 -0.614318 0.051 0.155 0.168
```
Forces are in eV/Å.


Computed, not measured: a molecular structure, C27H10BF15GeN6STi, with ωB97M-V with the def2-TZVPD basis set.

relative energy (zero: lowest compared OMol25 entry of this formula, charge and spin): 0.286 eV
LUMO (spin up / spin down): -0.1456 / -0.1327 Eh
<S²>: 0.75
spin multiplicity: 2
net charge: +1
gap between HOMO and LUMO (spin up / spin down): 7.851 / 8.203 eV

```
62
Properties=species:S:1:pos:R:3:forces:R:3
Ti -0.038868 -1.007604 -0.859346 1.047 0.657 0.401
C 3.562406 -3.047105 -1.897745 -0.052 -0.081 -0.125
C 2.879833 -2.142027 -1.107469 -0.094 0.207 0.120
N 1.609622 -2.025702 -1.523799 0.200 -0.363 -0.240
N 1.471300 -2.851691 -2.596230 -0.348 0.041 0.194
C 2.624135 -3.473609 -2.829120 0.091 -0.003 -0.040
B 0.073388 -3.025409 -3.239202 -0.059 -0.009 -0.093
N -0.421579 -1.619838 -3.693840 0.075 0.036 0.230
C -0.764423 -1.176374 -4.899984 0.004 -0.040 -0.075
C -1.020196 0.188138 -4.831050 -0.005 -0.076 -0.058
C -0.797396 0.513848 -3.508213 0.020 0.050 0.202
N -0.444264 -0.579707 -2.813120 -0.226 -0.104 -0.294
N -0.892746 -3.551572 -2.143763 0.144 0.250 0.090
C -1.612560 -4.668870 -2.080534 -0.031 -0.084 -0.028
C -2.293692 -4.701948 -0.870979 0.015 -0.031 -0.122
C -1.926170 -3.529302 -0.238357 0.061 0.156 0.089
N -1.074659 -2.829880 -1.004132 -0.195 -0.204 -0.106
H 4.591037 -3.346288 -1.822022 0.035 -0.004 0.008
H 3.222942 -1.540373 -0.281508 0.034 -0.030 -0.002
H 2.705561 -4.170846 -3.645573 0.037 -0.028 -0.012
H 0.113542 -3.774397 -4.166544 -0.007 0.001 0.012
H -0.796962 -1.857390 -5.733713 0.001 0.019 -0.044
H -1.312520 0.841468 -5.632261 0.002 0.012 -0.021
H -0.840077 1.468027 -3.006783 -0.030 0.020 -0.028
H -1.595978 -5.369880 -2.897967 -0.014 -0.030 -0.001
H -2.958907 -5.466978 -0.516192 -0.018 -0.017 0.021
H -2.222376 -3.145402 0.724649 -0.027 -0.031 0.007
F 0.823312 1.805118 4.500006 -0.044 0.125 -0.131
C 0.845931 0.544775 4.073516 -0.063 -0.072 0.105
C 0.639025 0.232174 2.731094 0.098 -0.278 0.322
C 0.717333 -1.128001 2.465332 -0.002 -0.093 -0.116
F 0.579964 -1.637538 1.186307 -0.022 0.087 0.029
C 0.945349 -2.114957 3.398581 0.041 0.136 0.233
F 0.990566 -3.394574 3.054628 -0.008 -0.034 -0.093
C 1.132701 -1.744501 4.722015 -0.030 0.021 -0.071
F 1.353126 -2.663043 5.640276 0.012 -0.049 0.054
C 1.083570 -0.405789 5.059752 -0.024 -0.034 -0.180
F 1.260814 -0.036526 6.315521 0.011 0.038 0.044
Ge 0.461992 1.614759 1.340574 -0.315 0.065 -0.253
S 1.423247 0.944238 -0.490168 -0.292 -0.366 -0.027
C 1.001691 3.343978 1.998071 0.244 0.149 0.066
C 0.179357 4.058960 2.852526 -0.106 0.150 0.050
F -0.992681 3.529910 3.236386 0.048 -0.067 -0.033
C 0.498273 5.320113 3.313108 0.046 -0.073 -0.062
F -0.320064 5.980405 4.121401 -0.022 0.009 0.022
C 1.695143 5.899113 2.911149 -0.023 -0.052 -0.009
F 2.019510 7.103761 3.343655 0.014 0.044 0.014
C 2.546485 5.214629 2.061091 -0.122 -0.116 -0.003
F 3.693503 5.761390 1.682810 0.035 0.028 -0.011
C 2.186639 3.950205 1.616661 0.146 0.099 0.072
F 3.045436 3.319701 0.812025 -0.025 -0.039 0.006
C -1.410832 1.813623 0.662768 0.054 0.027 -0.245
C -2.079923 0.693369 0.210856 -0.026 -0.156 0.453
F -1.642816 -0.547312 0.681311 -0.034 -0.005 -0.334
C -3.127011 0.662577 -0.675978 -0.241 0.321 -0.129
F -3.717308 -0.464226 -1.054357 0.105 -0.061 0.089
C -3.571411 1.884856 -1.173164 0.048 -0.112 0.050
F -4.576076 1.913394 -2.027104 -0.084 0.042 -0.064
C -2.955933 3.052236 -0.762565 0.118 -0.162 0.129
F -3.367400 4.212348 -1.236736 -0.034 0.079 -0.044
C -1.883041 3.000796 0.130446 -0.277 0.026 -0.076
F -1.318865 4.170750 0.413004 0.115 0.005 0.057
```
Forces are in eV/Å.


What is the formula in the second record?
C27H10BF15GeN6STi